Entry 1:
C3H8N2O | ωB97M-V/def2-TZVPD

* calculated total energy: -8267.397 eV
* highest occupied orbital energy: -9.22 eV
* M: 88.11 g mol⁻¹
* SMILES string: NCNCC=O
* Kohn-Sham gap: 10.2 eV

The geometry in ORCA input format:
```
! wB97M-V def2-TZVPD RIJCOSX def2/J DEFGRID3
* xyz 0 1
N 2.29502 0.03888 0.43256
C 1.21130 0.36730 -0.48175
N 0.03675 -0.41654 -0.14657
C -1.24598 0.21920 -0.32896
C -2.27865 -0.41754 0.57062
O -3.45639 -0.22778 0.48709
H 3.19135 0.13954 -0.02441
H 2.22075 -0.91944 0.74882
H 1.48185 0.18060 -1.51223
H 1.02453 1.44809 -0.42489
H 0.16026 -0.75237 0.80159
H -1.27988 1.29525 -0.09167
H -1.54400 0.11818 -1.37313
H -1.81693 -1.07338 1.34293
*
```

Mulliken population analysis, charges in e, atoms 1 to 6: -0.634, -0.224, -0.377, -0.237, -0.020, -0.452

***

Entry 2:
C3H8N2O | ωB97M-V/def2-TZVPD

* calculated total energy: -8269.326 eV
* highest occupied orbital energy: -9.60 eV
* M: 88.11 g mol⁻¹
* SMILES string: CCNC(N)=O
* Kohn-Sham gap: 10.5 eV

The geometry in ORCA input format:
```
! wB97M-V def2-TZVPD RIJCOSX def2/J DEFGRID3
* xyz 0 1
C 1.60160 0.49497 1.04390
C 1.17411 -0.41604 -0.09678
N -0.30579 -0.68746 -0.10090
C -1.08650 0.12175 -0.87012
N -2.43248 0.07546 -0.57750
O -0.61772 0.92375 -1.65275
H 1.14047 1.47371 0.93563
H 2.68459 0.61398 1.03667
H 1.30981 0.07166 2.00472
H 1.65190 -1.39515 -0.01323
H 1.43488 0.01663 -1.06324
H -0.71205 -1.07850 0.73546
H -3.02970 0.52462 -1.25338
H -2.81311 -0.73938 -0.12848
*
```

Mulliken population analysis, charges in e, atoms 1 to 6: -1.004, -0.408, -0.269, 0.530, -0.431, -0.618

***

Entry 3:
C3H8N2O | ωB97M-V/def2-TZVPD

* calculated total energy: -8263.591 eV
* highest occupied orbital energy: -7.14 eV
* M: 88.11 g mol⁻¹
* Kohn-Sham gap: 8.0 eV

The geometry in ORCA input format:
```
! wB97M-V def2-TZVPD RIJCOSX def2/J DEFGRID3
* xyz 0 1
C 0.16951 0.48992 -0.18378
C -0.29361 -0.49718 0.70468
C 1.88461 -0.55737 -0.31661
O 0.44552 1.70984 0.35169
N -2.19678 -0.00480 0.74863
N -2.69196 -0.06953 -0.35800
H 0.61555 2.34840 -0.34919
H -0.25540 0.48996 -1.18722
H -3.74080 0.02178 -0.31886
H -0.01491 -0.38524 1.74635
H -0.46245 -1.49241 0.31539
H 2.09259 -1.37984 0.36007
H 2.62774 0.21888 -0.16584
H 1.82038 -0.89240 -1.34732
*
```

Mulliken population analysis, charges in e, atoms 1 to 6: 0.046, -0.615, -1.059, -0.502, -0.255, -0.322

***

Entry 4:
C3H8N2O | ωB97M-V/def2-TZVPD

* calculated total energy: -8264.936 eV
* highest occupied orbital energy: -8.87 eV
* M: 88.11 g mol⁻¹
* SMILES string: [H]/N=C\N(O)CC
* Kohn-Sham gap: 9.5 eV

The geometry in ORCA input format:
```
! wB97M-V def2-TZVPD RIJCOSX def2/J DEFGRID3
* xyz 0 1
H 1.07034 -2.47948 -1.70537
N 1.81838 -2.15047 -1.10990
C 1.34756 -1.18596 -0.18926
N 0.18027 -0.48581 -0.31197
O -1.01513 -1.06160 -0.83096
C -0.15143 0.41446 0.83494
C -0.83818 1.71027 0.42737
H 2.01210 -0.76725 0.62248
H -0.98463 -0.72687 -1.71798
H -0.99124 -0.00097 1.61177
H 0.92390 0.57887 1.27915
H -1.98117 1.50839 0.18938
H -0.90905 2.33802 1.29600
H -0.48173 2.30838 -0.39565
*
```

Mulliken population analysis, charges in e, atoms 1 to 6: 0.229, -0.641, 0.133, 0.066, -0.418, -0.114

***

Entry 5:
C3H8N2O | ωB97M-V/def2-TZVPD

* calculated total energy: -8266.138 eV
* highest occupied orbital energy: -8.68 eV
* M: 88.11 g mol⁻¹
* SMILES string: [H]/N=C/N.CC=O
* Kohn-Sham gap: 9.3 eV

The geometry in ORCA input format:
```
! wB97M-V def2-TZVPD RIJCOSX def2/J DEFGRID3
* xyz 0 1
H 3.80912 -1.39281 -1.15916
N 3.36074 -0.46346 -0.94319
C 2.39214 -0.65619 -0.05701
N 1.68507 0.43587 0.56831
H 2.24505 -1.54168 0.53402
H 1.17299 0.27611 1.42761
H 1.51044 1.55205 0.35814
C -2.63694 -0.05855 -0.49367
C -2.06709 0.76486 0.54473
O -1.09698 0.29631 1.22064
H -3.58013 -0.52970 -0.47838
H -2.52458 0.51934 -1.50093
H -1.95217 -0.98831 -0.64394
H -2.31767 1.78618 0.62284
*
```

Mulliken population analysis, charges in e, atoms 1 to 6: 0.235, -0.641, 0.147, -0.472, 0.261, 0.226

***

Entry 6:
C3H8N2O | ωB97M-V/def2-TZVPD

* calculated total energy: -8266.724 eV
* highest occupied orbital energy: -9.47 eV
* M: 88.11 g mol⁻¹
* Kohn-Sham gap: 10.1 eV

The geometry in ORCA input format:
```
! wB97M-V def2-TZVPD RIJCOSX def2/J DEFGRID3
* xyz 0 1
C 1.46930 1.60865 0.27910
C 0.45375 -0.32996 -0.79194
C -1.63838 -1.18368 0.39838
H 1.92293 1.41328 1.32254
H 1.19824 2.66415 0.19689
H 2.21128 1.38114 -0.57226
H -0.70632 1.18145 0.37389
H -0.30298 -2.25893 -0.98924
H -2.30205 -0.27988 0.37681
H -2.22840 -2.08602 0.22064
H -1.11661 -1.26716 1.43486
N 0.34464 0.76061 0.09606
N -0.73901 -1.02574 -0.85937
O 1.43362 -0.57790 -1.48635
*
```

Mulliken population analysis, charges in e, atoms 1 to 6: -0.838, 0.492, -0.780, 0.214, 0.316, 0.278

***

Entry 7:
C3H8N2O | ωB97M-V/def2-TZVPD

* calculated total energy: -8266.914 eV
* highest occupied orbital energy: -8.37 eV
* M: 88.11 g mol⁻¹
* SMILES string: C/N=C(\[O-])[NH2+]C
* Kohn-Sham gap: 8.9 eV

The geometry in ORCA input format:
```
! wB97M-V def2-TZVPD RIJCOSX def2/J DEFGRID3
* xyz 0 1
C -1.58465 -1.37638 0.37371
N -0.54557 -0.43949 0.18092
C 0.66883 -0.79922 0.13731
O 1.42782 -1.74755 0.26866
N 1.37877 0.62292 -0.22695
C 0.28707 1.72113 -0.30082
H -1.20395 -2.39192 0.48785
H -2.15052 -1.07945 1.26044
H -2.26147 -1.31514 -0.48722
H 1.92217 0.47178 -1.08486
H 2.10186 0.76685 0.49158
H 0.73633 2.55958 -0.81009
H -0.65764 1.45352 -0.80239
H -0.02297 1.96766 0.71780
*
```

Mulliken population analysis, charges in e, atoms 1 to 6: -0.918, -0.318, 0.437, -0.676, -0.247, -0.748

***

Entry 8:
C3H8N2O | ωB97M-V/def2-TZVPD

* calculated total energy: -8267.473 eV
* highest occupied orbital energy: -9.28 eV
* M: 88.11 g mol⁻¹
* SMILES string: [H]/N=C/N.C=CO
* Kohn-Sham gap: 10.3 eV

The geometry in ORCA input format:
```
! wB97M-V def2-TZVPD RIJCOSX def2/J DEFGRID3
* xyz 0 1
H -1.86163 -0.29569 -2.55783
N -1.17266 -0.21899 -1.81934
C -0.00308 0.10411 -2.23359
N 1.05793 0.07506 -1.40564
H 0.18856 0.41388 -3.25767
H 0.89666 -0.13794 -0.43132
H 1.99991 0.23598 -1.70590
C 0.96792 -0.13217 2.55350
C -0.26855 -0.23672 2.10481
O -0.70764 0.43782 0.99829
H 1.20923 -0.63874 3.47350
H 1.69308 0.45723 2.00950
H -1.02662 -0.73412 2.69563
H -1.06624 -0.15713 0.31452
*
```

Mulliken population analysis, charges in e, atoms 1 to 6: 0.197, -0.639, 0.102, -0.300, 0.334, 0.159

***

Entry 9:
C3H8N2O | ωB97M-V/def2-TZVPD

* calculated total energy: -8265.726 eV
* highest occupied orbital energy: -6.90 eV
* M: 88.11 g mol⁻¹
* Kohn-Sham gap: 7.3 eV

The geometry in ORCA input format:
```
! wB97M-V def2-TZVPD RIJCOSX def2/J DEFGRID3
* xyz 0 1
C 1.39299 1.14892 1.84203
N 0.03804 0.45723 1.45685
C -0.39062 0.40706 0.04393
O -0.77986 1.41635 -0.49516
N -0.33649 -0.83154 -0.50528
C -0.65669 -1.01597 -1.91186
H 2.13967 0.52027 1.32362
H -0.66990 1.00924 1.93519
H 1.31875 2.08318 1.26235
H 0.03774 -0.46119 1.89713
H 0.18076 -1.55792 -0.02929
H 0.19321 -0.78566 -2.56422
H -0.98955 -2.04306 -2.08365
H -1.47806 -0.34690 -2.17164
*
```

Mulliken population analysis, charges in e, atoms 1 to 6: -0.832, -0.218, 0.439, -0.560, -0.188, -0.786

***

Entry 10:
C3H8N2O | ωB97M-V/def2-TZVPD

* calculated total energy: -8259.620 eV
* highest occupied orbital energy (spin up / spin down): -14.78 / -14.64 eV
* M: 88.11 g mol⁻¹
* Kohn-Sham gap (spin up / spin down): 11.5 / 6.5 eV
* <S²>: 0.758

The geometry in ORCA input format:
```
! wB97M-V def2-TZVPD RIJCOSX def2/J DEFGRID3
* xyz 1 2
C 2.43936 -0.18768 -0.05176
N 1.18795 -0.38242 0.59094
C -0.00115 -0.61493 -0.08963
C -1.05984 0.65138 0.21343
N -2.20960 0.45205 -0.50986
O 3.44558 -0.28698 0.57284
H 2.36304 0.02844 -1.12128
H 1.33260 -0.67792 1.55125
H -0.52843 -1.50658 0.24937
H 0.17686 -0.60010 -1.15036
H -1.25481 0.60825 1.26767
H -0.54045 1.54867 -0.09891
H -2.99381 0.01005 -0.05237
H -2.35729 0.95777 -1.37132
*
```

Mulliken population analysis, charges in e, atoms 1 to 6: 0.116, -0.066, -0.564, -0.507, -0.211, -0.400

***

Entry 11:
C3H8N2O2 | ωB97M-V/def2-TZVPD

* calculated total energy: -10315.650 eV
* highest occupied orbital energy: -9.51 eV
* M: 104.11 g mol⁻¹
* SMILES string: NC(=O)NCCO
* Kohn-Sham gap: 10.2 eV

The geometry in ORCA input format:
```
! wB97M-V def2-TZVPD RIJCOSX def2/J DEFGRID3
* xyz 0 1
N -0.14306 1.54959 1.24676
C 0.52098 1.54543 0.02249
O 1.10414 2.46554 -0.51641
N 0.62954 0.29711 -0.56291
C 0.46743 -1.07535 0.02157
C -0.85514 -1.59910 -0.55998
O -1.50734 -2.60544 0.22832
H -0.09422 0.62326 1.68828
H -0.23624 2.42308 1.72709
H 1.32802 0.25618 -1.31747
H 0.31782 -1.05301 1.12665
H 1.46790 -1.52217 -0.00444
H -1.68263 -0.85399 -0.56057
H -0.67177 -1.88120 -1.58709
H -1.14101 -3.44400 -0.09439
*
```

Mulliken population analysis, charges in e, atoms 1 to 6: -0.330, 0.445, -0.627, -0.192, -0.588, -0.380

***

Entry 12:
C3H8N2O2 | ωB97M-V/def2-TZVPD

* calculated total energy: -10315.913 eV
* highest occupied orbital energy: -9.90 eV
* M: 104.11 g mol⁻¹
* SMILES string: NC(=O)[C@H](N)CO
* Kohn-Sham gap: 10.7 eV

The geometry in ORCA input format:
```
! wB97M-V def2-TZVPD RIJCOSX def2/J DEFGRID3
* xyz 0 1
N -2.17216 0.23756 0.46416
C -1.17577 -0.20873 -0.36465
O -1.32993 -0.60680 -1.49060
C 0.22209 -0.22041 0.33786
N 0.20601 0.68736 1.56749
C 1.33106 0.20224 -0.60557
O 2.53524 -0.36322 -0.12237
H -2.89781 0.69913 -0.06439
H -1.98214 0.59950 1.38393
H 0.39091 -1.20705 0.76329
H 0.15373 1.63769 1.20103
H 1.20818 0.62195 1.76391
H 1.08920 -0.11203 -1.63549
H 1.40617 1.29755 -0.62982
H 3.12827 -0.64959 -0.80691
*
```

Mulliken population analysis, charges in e, atoms 1 to 6: -0.422, 0.218, -0.583, 0.361, -0.887, -0.502

***

Entry 13:
C3H8N2O2 | ωB97M-V/def2-TZVPD

* calculated total energy: -10312.235 eV
* highest occupied orbital energy: -8.33 eV
* M: 104.11 g mol⁻¹
* SMILES string: NOC=O.C=CN
* Kohn-Sham gap: 8.9 eV

The geometry in ORCA input format:
```
! wB97M-V def2-TZVPD RIJCOSX def2/J DEFGRID3
* xyz 0 1
N 2.83216 -0.40968 -0.05549
O 1.67197 -0.97330 -0.66936
C 0.52874 -0.79706 0.07120
O 0.48532 -0.84643 1.29713
H 2.84228 0.57901 -0.30719
H 2.67445 -0.47337 0.95401
H -0.31746 -1.34553 -0.54823
C -0.31597 1.00661 -0.53829
C -1.56775 0.37140 -0.48745
N -2.21026 0.16803 0.68966
H -0.04606 1.67971 0.26637
H 0.05975 1.27349 -1.51504
H -2.12715 0.14231 -1.38643
H -2.90026 -0.56736 0.72029
H -1.60975 0.19220 1.50882
*
```

Mulliken population analysis, charges in e, atoms 1 to 6: -0.451, -0.260, 0.341, -0.676, 0.254, 0.295

***

Entry 14:
C3H8N2O2 | ωB97M-V/def2-TZVPD

* calculated total energy: -10314.132 eV
* highest occupied orbital energy: -8.18 eV
* M: 104.11 g mol⁻¹
* SMILES string: C[C@@H](NN)C(=O)O
* Kohn-Sham gap: 9.0 eV

The geometry in ORCA input format:
```
! wB97M-V def2-TZVPD RIJCOSX def2/J DEFGRID3
* xyz 0 1
C -0.83704 -0.16394 -1.41026
C -0.40835 -0.59792 -0.03721
N 1.14951 -0.73650 0.37426
N 2.02483 0.26699 -0.18617
C -0.54546 0.44872 1.04691
O -0.04038 1.56130 1.20261
O -1.79118 0.22681 1.62514
H -0.56788 0.87466 -1.62681
H -0.35662 -0.80039 -2.16414
H -1.92250 -0.25697 -1.51862
H -0.84240 -1.55602 0.26309
H 1.38286 -1.64912 -0.02638
H 1.75628 1.18476 0.19829
H 2.97577 0.13146 0.16786
H -1.97743 1.06613 2.09142
*
```

Mulliken population analysis, charges in e, atoms 1 to 6: -1.229, 0.210, -0.245, -0.631, 0.551, -0.624

***

Entry 15:
C3H8N2O2 | ωB97M-V/def2-TZVPD

* calculated total energy: -10314.079 eV
* highest occupied orbital energy: -9.93 eV
* M: 104.11 g mol⁻¹
* SMILES string: [H]/N=C\O[C@H](N)OC
* Kohn-Sham gap: 10.8 eV

The geometry in ORCA input format:
```
! wB97M-V def2-TZVPD RIJCOSX def2/J DEFGRID3
* xyz 0 1
H -1.25867 -1.38273 1.03781
N -1.68967 -1.42564 0.10878
C -0.81215 -1.31657 -0.79827
O 0.58840 -1.53229 -0.49642
C 1.20112 -0.39398 0.00343
N 1.14437 -0.22079 1.39987
O 0.61865 0.77115 -0.85061
C -0.51115 1.51305 -0.45851
H -0.97661 -1.37170 -1.87716
H 2.24214 -0.38726 -0.32765
H 0.20124 -0.07969 1.74102
H 1.69995 0.58874 1.66110
H -0.30453 2.57648 -0.61117
H -0.79166 1.37493 0.59132
H -1.35143 1.28630 -1.12354
*
```

Mulliken population analysis, charges in e, atoms 1 to 6: 0.324, -0.490, -0.036, -0.366, 0.080, -0.489

***

Entry 16:
C3H8N2O2 | ωB97M-V/def2-TZVPD

* calculated total energy: -10310.010 eV
* highest occupied orbital energy (spin up / spin down): -9.05 / -9.05 eV
* M: 104.11 g mol⁻¹
* Kohn-Sham gap (spin up / spin down): 8.8 / 8.8 eV

The geometry in ORCA input format:
```
! wB97M-V def2-TZVPD RIJCOSX def2/J DEFGRID3
* xyz 0 1
C -1.45671 1.35319 -0.53886
C 0.16079 -1.78090 -0.07931
C -0.55422 0.56380 0.33035
N 0.29251 -0.36129 -0.35854
N 2.16084 0.14794 0.26271
O 2.97821 -0.60427 -0.03704
O 2.11282 1.21414 0.77923
H -2.31479 0.76181 -0.82947
H -1.95678 2.09127 -0.04024
H -0.78778 1.75428 -1.31821
H 1.21461 -2.25887 -0.02076
H -0.40213 -1.74857 0.81414
H -0.37603 -2.38610 -0.93119
H 0.11588 1.13608 0.93465
H -1.18722 0.11749 1.03256
*
```

Mulliken population analysis, charges in e, atoms 1 to 6: -1.346, -0.613, -0.105, -0.399, 0.889, -0.493

***

Values for relative energy (zero: lowest compared OMol25 entry of this formula, charge and spin), kcal per mole, ordered as above
44.5, 0.0, 132.3, 101.2, 73.5, 60.0, 55.6, 42.7, 83.0, 6.9, 30.0, 24.0, 108.8, 65.0, 66.3, 160.1